# 1
The following is a DFT calculation (ωB97M-V/def2-TZVPD) of a 3-piece molecular cluster, C4H13NO2 overall.

For the electronic energy, the calculation gives -9943.0364 eV. Its structure (SMILES) is C=C(N)CC.O.O. The energy relative to the best compared isomer or geometry (same formula, charge and spin) is 26.8 kcal per mole.

ORCA input file:
```
! RIJCOSX wB97M-V def2-TZVPD def2/J DEFGRID3
* xyz 0 1
C 1.792 -0.157 0.233
C 0.534 0.170 0.559
N 0.279 1.533 0.890
C -0.628 -0.794 0.463
C -1.254 -0.886 1.840
H 2.059 -1.080 -0.254
H 2.559 0.581 0.441
H -0.668 1.805 1.133
H 0.860 1.790 1.677
H -0.298 -1.797 0.225
H -1.185 -0.566 -0.447
H -0.552 -1.064 2.650
H -1.802 0.032 2.085
H -2.079 -1.597 1.944
O -0.326 1.844 -2.526
H 0.249 1.342 -1.924
H -1.009 2.113 -1.900
O 0.558 -1.472 -2.251
H -0.268 -1.061 -2.546
H 1.179 -0.736 -2.290
*
```

# 2
The following is a DFT calculation (ωB97M-V/def2-TZVPD) of a 10-piece molecular cluster, C33H35F12NO30 overall.

For the electronic energy, the calculation gives -130314.7260 eV. Its structure (SMILES) is O=C([O-])[N@@H+]1CCO[C@@H](C(F)(F)F)C1.O=C1OC[C@@H](F)O1.O=C1OC[C@@H](F)O1.O=C1OC[C@@H](F)O1.O=C1OC[C@@H](F)O1.O=C1OC[C@@H](F)O1.O=C1OC[C@@H](F)O1.O=C1OC[C@@H](F)O1.O=C1OC[C@@H](F)O1.O=C1OC[C@@H](F)O1.

ORCA input file:
```
! RIJCOSX wB97M-V def2-TZVPD def2/J DEFGRID3
* xyz 0 1
O 1.335 3.591 3.698
C 1.106 3.160 2.556
O 1.638 3.484 1.508
N 0.009 2.111 2.520
C 0.514 0.717 2.445
C -0.695 -0.254 2.366
O -1.954 0.356 2.570
C -2.187 1.458 1.731
C -3.225 2.340 2.446
F -4.443 1.810 2.353
F -2.930 2.507 3.735
F -3.331 3.567 1.905
C -0.919 2.244 1.359
H -0.542 2.231 3.374
H 1.121 0.674 1.540
H 1.140 0.475 3.300
H -0.645 -0.850 1.449
H -0.570 -0.972 3.177
H -2.671 1.174 0.787
H -1.088 3.275 1.064
H -0.443 1.698 0.548
O 3.636 -1.453 1.056
C 3.386 -1.851 2.141
O 4.294 -2.322 3.026
C 3.605 -2.577 4.257
C 2.187 -2.757 3.783
F 1.296 -2.329 4.714
O 2.119 -1.903 2.655
H 3.712 -1.719 4.923
H 4.000 -3.460 4.753
H 1.940 -3.777 3.478
O -1.071 0.263 -1.133
C -0.535 -0.654 -1.677
O -0.750 -1.947 -1.369
C -0.030 -2.743 -2.323
C 1.034 -1.782 -2.787
F 1.366 -1.990 -4.078
O 0.373 -0.522 -2.672
H -0.702 -3.037 -3.131
H 0.380 -3.637 -1.860
H 1.939 -1.776 -2.175
O -0.435 9.597 5.812
C 0.110 8.719 5.235
O -0.111 7.400 5.456
C 0.631 6.667 4.471
C 1.704 7.653 4.091
F 2.069 7.523 2.794
O 1.051 8.902 4.262
H -0.020 6.422 3.631
H 1.032 5.745 4.884
H 2.594 7.619 4.722
O -1.709 1.411 -6.796
C -1.687 1.893 -5.712
O -0.669 2.642 -5.230
C -1.076 3.148 -3.952
C -2.126 2.149 -3.545
F -3.088 2.724 -2.786
O -2.680 1.756 -4.791
H -1.486 4.153 -4.071
H -0.239 3.188 -3.260
H -1.739 1.275 -3.025
O -5.204 6.268 -3.754
C -5.474 5.868 -2.675
O -4.566 5.420 -1.771
C -5.264 5.154 -0.555
C -6.674 4.939 -1.040
F -7.586 5.349 -0.123
O -6.743 5.787 -2.172
H -5.182 6.018 0.107
H -4.855 4.283 -0.049
H -6.899 3.913 -1.338
O 0.868 -5.481 1.493
C 1.860 -6.138 1.496
O 2.454 -6.619 0.385
C 3.684 -7.234 0.792
C 3.409 -7.551 2.242
F 4.533 -7.477 2.988
O 2.530 -6.499 2.622
H 4.503 -6.523 0.672
H 3.894 -8.119 0.198
H 2.922 -8.512 2.413
O 4.681 -3.254 -1.590
C 5.381 -2.304 -1.703
O 5.443 -1.530 -2.815
C 6.287 -0.416 -2.515
C 7.121 -0.955 -1.382
F 7.467 0.023 -0.512
O 6.231 -1.852 -0.737
H 5.677 0.434 -2.208
H 6.882 -0.131 -3.379
H 8.017 -1.494 -1.696
O -3.663 -0.956 -12.370
C -3.641 -0.481 -11.287
O -2.623 0.267 -10.794
C -3.034 0.765 -9.514
C -4.086 -0.234 -9.113
F -5.060 0.336 -8.361
O -4.637 -0.622 -10.360
H -3.442 1.771 -9.629
H -2.203 0.800 -8.818
H -3.700 -1.114 -8.596
O 1.763 -7.972 5.787
C 0.762 -7.347 5.702
O -0.467 -7.889 5.513
C -1.422 -6.826 5.598
C -0.580 -5.620 5.263
F -1.012 -4.512 5.914
O 0.694 -5.984 5.768
H -1.826 -6.778 6.610
H -2.239 -6.977 4.897
H -0.501 -5.405 4.194
*
```

# 3
The following is a DFT calculation (ωB97M-V/def2-TZVPD) of C27H48Cl5LuN10 as an isolated structure.

For the electronic energy, the calculation gives -139901.1268 eV. The energy relative to the best compared isomer or geometry (same formula, charge and spin) is 0.0 kcal per mole.

ORCA input file:
```
! RIJCOSX wB97M-V def2-TZVPD def2/J DEFGRID3
* xyz 2 1
Lu 0.125 0.601 0.219
C 0.184 -2.157 2.392
N -1.137 -2.679 2.144
C -1.427 -3.955 2.803
C -2.057 -2.013 1.407
N -1.770 -0.935 0.694
C -2.943 -0.375 -0.005
C -2.845 1.104 -0.287
N -1.635 1.483 -1.057
C -1.476 2.959 -1.059
C -0.108 3.335 -1.571
N 0.903 2.701 -0.710
C 2.080 3.322 -0.635
N 2.746 3.363 0.549
C 4.204 3.344 0.620
C 2.085 3.842 1.762
N 2.638 3.923 -1.706
C 3.461 5.129 -1.595
C 2.489 3.390 -3.055
C -1.645 0.933 -2.444
C -0.338 0.237 -2.817
N 0.108 -0.706 -1.786
C 0.238 -1.990 -2.035
N -0.422 -2.658 -3.016
C 0.209 -3.739 -3.770
C -1.807 -2.387 -3.358
N 1.085 -2.716 -1.248
C 0.839 -4.115 -0.931
C 2.419 -2.238 -0.910
N -3.325 -2.574 1.431
C -3.941 -3.116 0.235
C -4.079 -2.659 2.673
H 0.893 -2.980 2.461
H 0.240 -1.561 3.303
H 0.485 -1.543 1.554
H -0.537 -4.580 2.747
H -2.239 -4.465 2.298
H -1.684 -3.821 3.855
H -3.850 -0.502 0.587
H -3.114 -0.906 -0.941
H -2.813 1.653 0.656
H -3.749 1.415 -0.821
H -1.594 3.311 -0.032
H -2.253 3.424 -1.672
H -0.016 4.424 -1.544
H -0.022 3.049 -2.622
H 4.621 4.327 0.847
H 4.621 2.988 -0.318
H 4.505 2.660 1.415
H 2.293 4.906 1.912
H 2.464 3.298 2.627
H 1.014 3.687 1.698
H 3.339 5.577 -0.613
H 3.121 5.849 -2.340
H 4.517 4.919 -1.772
H 2.180 2.348 -3.010
H 3.460 3.435 -3.551
H 1.774 3.958 -3.652
H -1.844 1.738 -3.155
H -2.472 0.236 -2.524
H 0.443 0.993 -2.917
H -0.449 -0.224 -3.801
H 1.273 -3.776 -3.558
H 0.082 -3.546 -4.835
H -0.239 -4.708 -3.540
H -2.258 -1.765 -2.594
H -2.355 -3.332 -3.389
H -1.912 -1.903 -4.331
H -0.195 -4.374 -1.142
H 1.022 -4.269 0.135
H 1.498 -4.789 -1.485
H 2.539 -1.210 -1.239
H 3.177 -2.850 -1.407
H 2.593 -2.294 0.166
H -3.224 -3.127 -0.586
H -4.823 -2.550 -0.080
H -4.249 -4.149 0.415
H -3.507 -2.225 3.491
H -4.321 -3.695 2.929
H -5.014 -2.100 2.590
Cl -1.983 1.851 3.326
C -0.325 1.343 3.582
C 0.455 1.012 2.490
C 1.737 0.632 2.793
Cl 2.721 0.134 1.384
C 2.299 0.559 4.054
Cl 3.929 0.076 4.275
C 1.481 0.909 5.128
Cl 2.100 0.862 6.717
C 0.156 1.299 4.893
Cl -0.850 1.718 6.210
*
```

# 4
The following is a DFT calculation (ωB97M-V/def2-TZVPD) of one molecule with the formula C5H7NO.

For the electronic energy, the calculation gives -8832.8003 eV. Its structure (SMILES) is C[C@@H](C#N)CC=O. The energy relative to the best compared isomer or geometry (same formula, charge and spin) is 78.5 kcal per mole.

ORCA input file:
```
! RIJCOSX wB97M-V def2-TZVPD def2/J DEFGRID3
* xyz 0 1
C 1.103 1.218 0.366
C 0.590 0.086 -0.462
C 0.485 -1.368 0.750
N 1.090 -2.062 1.453
C -0.796 0.178 -0.904
C -1.443 -0.877 0.156
O -2.144 -0.456 1.062
H 2.074 0.999 0.809
H 1.208 2.104 -0.273
H 0.368 1.448 1.148
H 1.294 -0.397 -1.135
H -0.962 -0.142 -1.931
H -1.305 1.117 -0.693
H -1.563 -1.847 -0.347
*
```

Number 1: maximum force 2.3 eV/A, HOMO level -8.654 eV. Number 2: maximum force 4.0 eV/A, HOMO level -9.788 eV. Number 3: maximum force 0.8 eV/A, HOMO level -13.599 eV. Number 4: maximum force 4.5 eV/A, HOMO level -9.869 eV.